Record 1
{"formula": "C16H39AgN3O7", "method": "ωB97M-V with the def2-TZVPD basis set", "homo_energy_ev": [-8.17, -7.72], "relative_energy_kj_mol": 246.1, "lumo_ev": [0.719, -1.833], "gap_ev": [8.88, 5.89], "s_squared": 0.7532, "multiplicity": 2, "symbols": ["Ag", "C", "C", "O", "O", "H", "H", "H", "C", "C", "O", "O", "H", "H", "H", "C", "C", "C", "O", "C", "N", "H", "H", "H", "H", "H", "H", "H", "H", "H", "H", "H", "C", "C", "C", "O", "C", "N", "H", "H", "H", "H", "H", "H", "H", "H", "H", "H", "H", "C", "C", "C", "O", "C", "N", "H", "H", "H", "H", "H", "H", "H", "H", "H", "H", "H"], "xyz": [[1.1942, -12.4053, -7.0928], [3.6569, -10.1307, -9.8640], [2.8695, -10.8566, -8.7911], [3.0663, -10.8178, -7.5383], [1.8820, -11.5058, -9.0220], [4.6777, -10.2903, -9.5170], [3.2643, -9.1264, -10.0237], [3.7468, -10.5911, -10.8479], [-1.0316, -16.1129, -7.5166], [-0.3468, -14.7444, -7.4832], [0.1454, -14.1724, -8.5124], [-0.1865, -14.1358, -6.4198], [-0.6792, -16.8759, -8.2107], [-2.0880, -15.9675, -7.7427], [-0.9355, -16.4623, -6.4886], [1.9942, -9.3039, -5.0059], [2.2227, -10.7517, -4.3545], [2.2757, -10.7638, -2.8270], [2.6619, -12.0610, -2.3108], [2.9815, -11.9814, -0.8891], [1.1595, -11.6263, -4.8560], [2.8578, -8.6391, -4.9873], [1.0511, -8.9218, -4.6150], [1.9361, -9.3320, -6.0940], [3.2326, -10.9587, -4.7084], [1.3342, -10.4232, -2.3961], [2.8481, -9.8762, -2.5574], [2.2444, -11.4329, -0.3027], [3.9408, -11.4734, -0.7907], [3.1095, -12.9898, -0.4955], [1.1534, -12.3938, -4.1995], [0.4394, -10.9879, -4.5493], [3.5583, -14.6069, -8.0399], [3.1732, -14.8586, -6.5381], [4.0305, -15.8826, -5.8233], [3.4220, -16.1461, -4.5218], [3.8313, -17.3266, -3.8633], [3.0712, -13.5771, -5.7595], [4.4804, -14.0323, -8.1271], [2.8789, -14.0727, -8.7041], [3.6542, -15.6222, -8.4247], [2.1445, -15.2182, -6.5650], [5.0684, -15.5522, -5.8645], [4.0319, -16.8314, -6.3598], [3.4430, -18.1590, -4.4502], [3.4662, -17.3795, -2.8376], [4.9192, -17.3234, -3.7954], [2.8369, -13.8534, -4.8167], [4.0300, -13.2639, -5.7088], [-0.2333, -9.0144, -7.9601], [-1.0506, -9.8433, -6.9079], [-2.5140, -9.5003, -6.8182], [-3.0722, -10.1987, -5.7027], [-4.4537, -10.0156, -5.5170], [-0.8439, -11.2756, -7.2033], [-0.7221, -8.9563, -8.9326], [0.7523, -9.4418, -8.1443], [-0.1607, -7.9594, -7.6962], [-0.7266, -9.5883, -5.8989], [-2.8264, -9.9674, -7.7522], [-2.6471, -8.4189, -6.8485], [-4.8783, -10.7347, -4.8164], [-5.0297, -10.0380, -6.4421], [-4.6436, -8.9794, -5.2372], [-1.5600, -11.5058, -6.5292], [-1.2723, -11.4648, -8.0981]], "forces_ev_per_angstrom": [[-0.4674, -0.4353, -0.6698], [0.8143, -1.0131, 0.3012], [0.8847, 0.9730, 3.1314], [3.1703, 1.9761, 0.1534], [-4.4600, -2.9324, -3.8245], [0.2555, 1.3294, 0.2050], [0.5485, 0.1201, 0.4448], [-0.9989, -0.4423, 0.0600], [-0.1539, 0.5983, 0.7315], [1.4822, 0.6684, -3.3648], [-0.7437, -1.3868, -0.1540], [-0.2717, 0.2264, 3.2284], [0.4531, 0.5090, -0.0913], [-0.0787, 0.0708, 0.1148], [-0.2537, -0.3415, -0.0772], [0.0796, -1.2551, 0.3335], [1.4081, 1.7348, -0.9316], [-0.2519, 0.5986, -0.2865], [-0.1427, 1.4665, 0.6981], [0.3900, -0.0332, -1.1326], [0.6195, 1.0380, 1.0266], [-0.0747, 0.1524, 1.2062], [0.1920, 0.6777, 0.1320], [-0.4990, -0.9498, -0.0077], [-0.1043, -0.9185, -0.1823], [-0.8059, -0.6076, 0.0098], [1.3174, -0.4735, 0.4355], [-0.2784, -0.0599, -0.1706], [0.0755, 0.1403, 0.0936], [-0.2463, 0.0041, -0.2241], [-0.4073, -0.5435, -0.0447], [-1.4287, -0.6432, -0.2588], [0.4585, -0.5146, 1.1536], [-1.3826, 1.1898, -0.7370], [-0.8745, -0.9593, 0.1913], [0.4165, 1.3765, -0.4910], [0.4499, 0.3229, -0.7330], [0.4978, -1.2400, -1.2080], [0.4118, -0.3360, 0.1159], [-0.6878, -0.0732, 0.6503], [0.3855, 0.1234, -0.4848], [0.0022, -0.3294, 0.1130], [0.3354, 0.1621, 0.9311], [-0.1454, -0.1539, -0.3187], [0.2795, -0.4670, 0.1987], [-0.3740, 0.3349, -0.2050], [0.1953, -0.4378, -0.0901], [-0.2308, 0.0528, 0.3677], [0.1777, 0.7496, 0.0564], [-0.9592, 0.2850, 0.4214], [2.1465, 1.7658, -0.8810], [0.1247, -1.0374, -1.0126], [0.5449, 0.1541, -0.3638], [-0.4740, 1.0148, -0.6471], [-1.0120, 1.2033, 1.0757], [-0.3175, -0.4881, -0.1229], [-0.0944, -0.0164, 0.3519], [0.2616, -0.0137, 0.4106], [0.8449, -0.4593, 0.0135], [-1.2836, 0.3546, -0.2663], [-0.3660, 0.0521, 0.3702], [0.3903, 0.1354, 0.0422], [0.1348, -0.7282, -0.4472], [0.0020, 0.1020, 0.8163], [0.0329, -2.2121, 0.3499], [0.0855, -0.1609, -0.5063]]}

---

Record 2
{"formula": "C6H13NO", "method": "ωB97M-V with the def2-TZVPD basis set", "homo_energy_ev": -9.95, "relative_energy_kj_mol": 113.5, "lumo_ev": 0.763, "gap_ev": 10.71, "symbols": ["C", "C", "C", "C", "C", "C", "N", "H", "H", "H", "H", "H", "H", "H", "H", "H", "H", "H", "O", "H", "H"], "xyz": [[0.3284, 0.7292, -2.1555], [0.1140, -0.4142, -1.1683], [-0.1251, 0.0049, 0.2961], [1.1177, 0.7093, 0.8693], [-1.3516, 0.9252, 0.4231], [-0.4190, -1.2384, 1.1338], [0.0304, -2.4367, 0.9740], [0.5257, 0.3196, -3.1556], [-0.5553, 1.3768, -2.2348], [1.1882, 1.3556, -1.8808], [-0.7448, -1.0142, -1.5096], [0.9996, -1.0687, -1.2119], [1.2808, 1.6650, 0.3535], [0.9944, 0.9195, 1.9392], [2.0185, 0.0916, 0.7386], [-2.2492, 0.4506, -0.0003], [-1.5483, 1.1742, 1.4732], [-1.1760, 1.8637, -0.1191], [-0.6434, -0.9879, 2.4218], [0.2599, -2.6231, 0.0019], [-0.0450, -1.8021, 2.8116]], "forces_ev_per_angstrom": [[0.0063, 0.1889, -0.1493], [-0.0287, -0.1508, -0.0796], [-1.2115, -0.0357, -0.5135], [0.1189, -0.1303, 0.2147], [-0.0241, 0.3334, -0.1992], [3.2437, -1.4003, 0.2483], [-0.9181, 0.5593, -1.4193], [-0.0429, 0.1310, 0.2392], [0.2275, -0.1553, 0.0227], [-0.2163, -0.1536, -0.0751], [0.1979, 0.1033, 0.1115], [-0.2295, 0.1360, 0.0747], [-0.1023, -0.2521, 0.0938], [-0.0068, -0.0583, -0.2841], [-0.2456, 0.1222, 0.0326], [0.2218, 0.1058, 0.1184], [0.0555, -0.1103, -0.2441], [-0.0838, -0.1809, 0.1513], [1.5178, -1.5950, 2.4245], [0.1474, -0.0327, 0.0222], [-2.6273, 2.5755, -0.7897]]}

---

Record 3
{"formula": "C9H22Cl6O6", "method": "ωB97M-V with the def2-TZVPD basis set", "homo_energy_ev": -9.99, "relative_energy_kj_mol": 0.0, "lumo_ev": 0.098, "gap_ev": 10.09, "symbols": ["C", "Cl", "Cl", "Cl", "Cl", "C", "C", "O", "O", "H", "H", "H", "H", "H", "H", "C", "C", "O", "O", "H", "H", "H", "H", "H", "H", "C", "C", "O", "O", "H", "H", "H", "H", "H", "H", "Cl", "C", "C", "Cl", "H", "H", "H", "H"], "xyz": [[21.7912, 17.6209, -5.1406], [20.5019, 17.0642, -4.0507], [21.5416, 16.9547, -6.7546], [21.7489, 19.4162, -5.2602], [23.3648, 17.1318, -4.5233], [20.7192, 11.0643, -2.1407], [20.6977, 11.8122, -0.8262], [19.8114, 12.9559, -0.8861], [19.5805, 10.1932, -2.1466], [21.5942, 10.4220, -2.2383], [20.7207, 11.8194, -2.9333], [21.7076, 12.1355, -0.5497], [20.2649, 11.2637, 0.0131], [19.5342, 13.1644, 0.0068], [19.7450, 9.5035, -2.7958], [25.4093, 11.2821, -2.2688], [24.3609, 10.5792, -1.4152], [23.8757, 9.4418, -2.1277], [24.8692, 11.8748, -3.4405], [26.2255, 10.6214, -2.5741], [25.8943, 12.0307, -1.6317], [23.5263, 11.2820, -1.3212], [24.7531, 10.2405, -0.4611], [23.4968, 9.7104, -2.9686], [25.0092, 11.3044, -4.1984], [22.5981, 15.4884, -1.0749], [23.6399, 14.7121, -1.8462], [23.0048, 13.7213, -2.6397], [21.7830, 14.6668, -0.2612], [21.9744, 16.0448, -1.7882], [23.0399, 16.3299, -0.5363], [24.3132, 14.2733, -1.0951], [24.2553, 15.3584, -2.4780], [23.7332, 13.1304, -2.9277], [21.3569, 14.0627, -0.8897], [23.5753, 14.3479, 4.0810], [23.6479, 13.8442, 2.3450], [24.8069, 12.9496, 1.9786], [24.6506, 11.3537, 2.6739], [23.7341, 14.7843, 1.8049], [22.7046, 13.3854, 2.0680], [25.7753, 13.3532, 2.2809], [24.9321, 12.8794, 0.8955]], "forces_ev_per_angstrom": [[-0.2556, 0.5199, -0.0139], [0.2864, 0.1408, -0.2571], [-0.0013, -0.0655, 0.0794], [-0.0407, -0.5418, 0.1282], [-0.0299, -0.0356, 0.0145], [-0.6481, -0.2815, 0.6870], [-0.5163, 0.4126, 0.9297], [0.4121, -0.1393, -1.0459], [0.0334, 0.2817, -0.3957], [0.3120, 0.3345, 0.2461], [-0.1755, -0.1558, -0.1638], [-0.0398, 0.0113, -0.0900], [0.5664, -0.9179, -0.3342], [-0.0239, 0.0572, 0.1312], [-0.1415, 0.0299, -0.0105], [0.9846, -0.3305, 0.8422], [-0.3255, 0.0913, -1.9146], [0.1118, -0.6047, 0.4315], [-0.1967, 0.1933, 0.1995], [-0.1905, -0.2945, 0.2166], [-0.1887, 0.4031, -0.3496], [0.1397, 0.0998, 0.5761], [-0.0309, 0.0431, 0.0449], [0.0072, 0.2526, 0.0380], [0.0411, -0.0152, -0.0237], [-0.5008, 0.9436, -0.9280], [0.1029, -0.0013, 0.4839], [0.6261, -0.1564, 0.2987], [0.8160, 0.3068, -0.1572], [-0.1555, -0.3395, -0.1984], [0.2630, -0.4894, 0.6209], [0.0492, -0.2924, -0.1090], [-0.0942, 0.2450, 0.0790], [-0.7586, 0.1544, -0.2559], [-0.3916, 0.1226, 0.2749], [0.1398, -0.4587, -0.4439], [0.0704, 0.5340, -0.1386], [0.7112, 0.8378, -0.0537], [-0.0393, -0.7434, 0.1336], [-0.0290, -0.0650, -0.1331], [-0.0663, 0.0065, 0.1674], [-0.2205, 0.0938, 0.4360], [-0.6126, -0.1874, -0.0430]]}

---

Record 4
{"formula": "C17H14F3N5O6S", "method": "ωB97M-V with the def2-TZVPD basis set", "homo_energy_ev": -8.18, "lumo_ev": -2.553, "gap_ev": 5.63, "symbols": ["C", "C", "C", "C", "C", "N", "C", "C", "C", "N", "C", "C", "H", "H", "H", "H", "H", "H", "H", "H", "H", "H", "H", "H", "O", "S", "O", "C", "F", "F", "F", "C", "C", "C", "N", "O", "O", "N", "C", "C", "N", "O", "O", "C", "H", "H"], "xyz": [[0.3865, 3.7435, -2.6851], [1.5572, 4.0227, -1.9824], [2.3226, 2.9865, -1.4302], [1.8515, 1.6644, -1.5469], [2.5833, 0.5214, -0.9510], [1.9010, -0.5748, -0.6713], [2.7761, -1.7497, -0.8604], [3.9798, -1.6566, 0.0708], [4.7911, -0.4054, -0.2051], [3.9208, 0.6234, -0.7401], [0.6732, 1.3820, -2.2420], [-0.0510, 2.4184, -2.8430], [-0.2191, 4.5522, -3.0908], [1.8893, 5.0520, -1.8507], [3.2742, 3.2087, -0.9445], [2.1924, -2.6464, -0.6561], [3.1233, -1.7812, -1.9288], [3.6241, -1.5898, 1.1127], [4.5998, -2.5526, 0.0348], [5.2586, -0.0478, 0.7163], [5.5970, -0.6361, -0.9088], [4.3408, 1.5390, -0.8164], [0.3644, 0.3390, -2.3465], [-0.9427, 2.1887, -3.4116], [-2.5457, -3.0738, -1.1938], [-1.8676, -1.8491, -0.8583], [-0.4433, -1.7002, -1.0287], [-2.6687, -0.4673, -1.8792], [-2.2884, -0.6008, -3.1655], [-4.0076, -0.5321, -1.7941], [-2.2664, 0.7463, -1.4249], [-2.2181, -1.4273, 0.8485], [-1.3827, -0.5468, 1.5815], [-1.8685, -0.1413, 2.8400], [-1.4523, 0.9055, 3.6628], [-0.5292, 1.6982, 3.6131], [-2.4322, 1.0079, 4.6827], [-3.4093, 0.0541, 4.5370], [-3.0569, -0.6381, 3.4135], [-3.7864, -1.6566, 2.7055], [-4.9938, -2.2485, 3.2280], [-5.5139, -1.8171, 4.2787], [-5.4866, -3.2067, 2.5850], [-3.3209, -2.0674, 1.4403], [-0.4459, -0.1559, 1.1917], [-3.8095, -2.8846, 0.9131]], "forces_ev_per_angstrom": [[-0.3030, -0.4473, 0.0603], [0.3657, -0.1923, 0.1756], [-0.7747, -0.1516, -0.5882], [0.3251, 0.7649, 0.6055], [-1.1004, -1.9261, 1.2674], [1.5285, 1.1950, -1.9347], [0.0471, 0.3869, 0.4599], [-0.1728, -0.3886, 0.8901], [-0.0418, -0.3386, -0.0298], [0.5777, 0.9977, -0.6747], [-0.1239, 0.3066, -0.4383], [0.7329, 0.1939, 0.5508], [0.2372, -0.1104, 0.0123], [-0.1095, -0.2109, -0.1171], [-0.4022, 0.0193, 0.0315], [0.0650, -0.0325, -0.0608], [-0.3050, -0.0557, 0.7532], [-0.1598, -0.1371, -0.3650], [0.1498, 0.0397, -0.1445], [0.0047, 0.0025, -0.0373], [-0.0868, 0.2166, -0.1119], [-0.1477, -0.2463, -0.3159], [0.1585, 0.3887, 0.1577], [-0.0025, 0.0876, 0.0271], [-0.0806, 0.8302, 0.1458], [1.5042, -0.5794, 0.2484], [-1.4431, -0.0694, -0.2489], [-0.1121, 0.5856, -0.0985], [-0.3034, 0.0296, 1.1548], [0.8450, -0.0218, -0.0644], [-0.3421, -1.1401, -0.3218], [1.3115, 0.9941, 0.6880], [-0.9073, -0.5020, -1.0613], [0.2691, 0.7893, 0.6639], [-0.3691, -0.4580, -0.4850], [-0.9883, -0.8993, 0.1466], [0.9277, -0.4014, -0.8840], [0.8649, -0.9561, -1.8368], [-1.4849, 1.0568, 1.6280], [1.1039, -0.3072, -1.4765], [-2.5676, -1.7054, 0.9912], [1.6288, -0.3612, -2.1174], [1.1338, 1.8316, 0.9560], [-1.1862, 0.5960, 1.9359], [-0.1291, -0.0091, -0.2543], [-0.1370, 0.3353, 0.1172]]}

---

Number 1: DFT total energy -40021.96037 eV. Number 2: DFT total energy -9969.99774 eV. Number 3: DFT total energy -97107.38329 eV. Number 4: DFT total energy -56569.77173 eV.